{"formula": "C40H81FN2O11S", "method": "ωB97M-V/def2-TZVPD", "species": ["C", "C", "C", "C", "C", "C", "C", "C", "F", "C", "C", "C", "C", "O", "C", "C", "C", "C", "C", "C", "C", "N", "S", "N", "C", "H", "H", "H", "H", "H", "H", "H", "H", "H", "H", "H", "H", "H", "H", "H", "H", "H", "H", "H", "H", "H", "C", "C", "O", "H", "H", "H", "H", "H", "H", "C", "C", "O", "H", "H", "H", "H", "H", "H", "C", "C", "O", "H", "H", "H", "H", "H", "H", "C", "C", "O", "H", "H", "H", "H", "H", "H", "C", "C", "O", "H", "H", "H", "H", "H", "H", "C", "C", "O", "H", "H", "H", "H", "H", "H", "C", "C", "O", "H", "H", "H", "H", "H", "H", "C", "C", "O", "H", "H", "H", "H", "H", "H", "C", "C", "O", "H", "H", "H", "H", "H", "H", "C", "C", "O", "H", "H", "H", "H", "H", "H"], "positions_angstrom": [[7.284, -1.161, -1.761], [7.604, 0.297, -1.163], [6.351, 0.870, -0.281], [5.658, 2.036, -1.188], [4.621, 2.937, -0.355], [3.319, 3.407, -1.159], [2.326, 2.244, -1.607], [2.118, 0.883, -0.920], [2.865, 0.538, 0.232], [1.046, -0.143, -1.480], [0.123, 0.158, -2.725], [-0.999, -0.888, -3.243], [-1.718, -1.426, -1.890], [-1.466, -2.583, -1.434], [-2.743, -0.449, -1.106], [-4.249, -0.492, -1.474], [-5.257, 0.425, -0.719], [-4.752, 1.399, 0.389], [-3.220, 1.444, 0.740], [-2.216, 0.521, -0.003], [0.337, 1.529, -3.444], [-0.388, 1.959, -4.605], [0.237, 3.534, -4.911], [1.415, 3.756, -3.670], [1.414, 2.533, -2.881], [8.266, -1.559, -2.222], [6.976, -1.827, -0.880], [6.501, -1.108, -2.592], [7.759, 0.996, -2.069], [8.595, 0.338, -0.572], [5.608, 0.031, -0.025], [6.841, 1.328, 0.662], [5.224, 1.631, -2.166], [6.542, 2.720, -1.494], [4.352, 2.453, 0.662], [5.191, 3.905, -0.069], [3.698, 3.902, -2.137], [2.704, 4.225, -0.631], [0.885, -1.176, -0.995], [-0.560, -1.748, -3.850], [-1.843, -0.348, -3.821], [-4.560, -1.229, -2.300], [-6.372, 0.411, -0.964], [-5.477, 2.073, 0.978], [-2.829, 2.162, 1.552], [-1.088, 0.496, 0.235], [3.269, -0.347, -4.226], [4.484, -1.176, -4.589], [4.776, -2.100, -3.548], [3.435, 0.203, -3.296], [3.043, 0.369, -5.021], [2.394, -0.983, -4.065], [5.358, -0.535, -4.727], [4.315, -1.734, -5.516], [4.003, -2.670, -3.438], [-5.997, 2.190, 4.749], [-6.351, 3.439, 3.968], [-6.311, 3.170, 2.571], [-5.000, 1.835, 4.474], [-6.019, 2.383, 5.825], [-6.697, 1.380, 4.523], [-5.638, 4.238, 4.179], [-7.353, 3.793, 4.229], [-6.952, 2.467, 2.392], [8.578, -1.863, 3.560], [8.247, -0.606, 2.781], [8.320, -0.863, 1.384], [9.581, -2.218, 3.307], [8.530, -1.679, 4.636], [7.882, -2.668, 3.310], [8.957, 0.189, 3.018], [7.239, -0.251, 3.020], [7.682, -1.561, 1.182], [-0.644, 5.680, 1.279], [-0.096, 4.389, 1.855], [-0.415, 3.293, 1.005], [-1.728, 5.617, 1.158], [-0.409, 6.528, 1.928], [-0.224, 5.870, 0.286], [-0.534, 4.192, 2.837], [0.992, 4.441, 1.967], [-0.017, 3.468, 0.141], [-6.527, -4.212, -4.715], [-6.957, -3.896, -3.296], [-6.826, -2.501, -3.042], [-5.490, -3.907, -4.878], [-6.618, -5.281, -4.920], [-7.138, -3.662, -5.436], [-6.330, -4.430, -2.579], [-7.998, -4.188, -3.130], [-7.390, -2.035, -3.674], [-3.873, 4.209, -3.072], [-2.634, 4.490, -2.245], [-2.965, 4.526, -0.863], [-4.632, 4.977, -2.899], [-3.634, 4.182, -4.138], [-4.319, 3.251, -2.787], [-2.205, 5.457, -2.517], [-1.874, 3.717, -2.404], [-3.336, 3.663, -0.628], [-6.115, -2.452, 3.847], [-7.185, -1.860, 4.743], [-7.987, -0.942, 4.010], [-5.481, -1.662, 3.435], [-5.488, -3.155, 4.400], [-6.566, -2.974, 2.999], [-6.731, -1.321, 5.577], [-7.831, -2.644, 5.151], [-8.393, -1.427, 3.280], [7.282, 2.937, 5.438], [6.249, 1.998, 4.846], [6.317, 0.731, 5.488], [8.287, 2.523, 5.324], [7.245, 3.915, 4.952], [7.112, 3.072, 6.511], [6.435, 1.850, 3.780], [5.238, 2.401, 4.968], [6.144, 0.871, 6.428], [3.854, -1.193, 4.133], [3.479, -2.650, 3.945], [4.083, -3.447, 4.957], [4.939, -1.068, 4.096], [3.401, -0.570, 3.357], [3.525, -0.831, 5.112], [3.829, -3.013, 2.976], [2.394, -2.783, 3.993], [3.762, -3.126, 5.811], [-6.792, -8.895, -4.768], [-7.863, -8.300, -3.876], [-8.664, -7.384, -4.613], [-6.157, -8.108, -5.183], [-6.166, -9.597, -4.212], [-7.242, -9.421, -5.615], [-7.409, -7.757, -3.043], [-8.509, -9.082, -3.466], [-9.070, -7.872, -5.342]], "forces_ev_per_a": [[1.196, 0.768, 0.273], [-0.332, 0.137, -0.570], [1.063, 0.583, -1.266], [0.688, 0.249, 0.847], [0.113, 0.667, 0.648], [0.087, -0.376, -0.866], [-1.553, -2.473, 0.085], [-1.295, 2.175, -2.831], [-1.790, 0.608, -2.644], [-1.306, 1.842, -2.616], [2.764, 1.041, 2.159], [-0.438, 0.823, 1.573], [0.391, -2.519, 1.305], [-0.926, 4.430, -1.795], [-1.781, 1.918, 1.185], [1.385, 1.963, 2.350], [3.580, 0.325, 0.939], [2.505, -2.241, -1.735], [-1.121, -2.152, -2.340], [-3.299, -0.329, -0.933], [0.135, -0.097, 0.228], [3.549, 1.315, 3.520], [1.076, -2.184, 2.681], [-1.666, -4.363, 0.754], [-1.098, 0.316, -1.083], [-1.619, 0.365, 0.729], [0.234, 0.653, -1.560], [1.013, -0.243, 1.576], [-0.281, -0.950, 1.352], [-1.846, -0.334, -0.891], [1.116, 1.324, -0.241], [-1.268, -0.682, -1.356], [0.415, 0.321, 1.459], [-1.522, -1.041, 0.360], [0.309, 0.606, -1.827], [-1.021, -1.472, -0.439], [-0.738, -0.804, 1.483], [0.991, -1.315, -0.535], [0.469, 1.945, -0.636], [-0.572, 1.168, 0.979], [1.716, -0.642, 0.735], [0.210, 1.366, 1.525], [1.863, -0.115, 0.304], [1.496, -1.226, -1.207], [-0.706, -1.321, -1.544], [-2.158, 0.287, -0.306], [0.019, 0.168, -0.133], [-0.409, -0.144, 0.119], [-0.004, -0.200, 0.002], [0.077, -0.032, -0.119], [-0.089, -0.009, 0.040], [0.045, 0.010, -0.135], [0.038, -0.169, 0.108], [0.043, 0.170, -0.128], [0.193, 0.121, 0.000], [0.057, -0.123, 0.131], [-0.122, -0.336, 0.086], [-0.092, 0.111, -0.228], [-0.030, 0.116, 0.038], [-0.008, -0.051, -0.034], [-0.046, 0.066, 0.079], [-0.064, -0.028, -0.233], [0.058, 0.072, 0.155], [0.079, 0.169, 0.155], [0.099, -0.031, 0.201], [-0.199, -0.435, -0.031], [0.130, -0.005, 0.095], [-0.045, 0.113, 0.022], [-0.050, -0.064, -0.048], [-0.060, 0.083, 0.099], [-0.041, -0.021, -0.201], [0.048, 0.048, 0.208], [0.162, 0.163, 0.021], [-0.141, 0.138, 0.145], [0.048, 0.197, -0.440], [0.072, -0.301, 0.087], [0.125, -0.033, 0.009], [0.041, -0.005, -0.061], [0.045, 0.024, 0.068], [0.021, -0.157, -0.127], [0.018, 0.095, 0.184], [-0.182, -0.056, 0.138], [0.137, -0.144, -0.081], [-0.157, 0.088, -0.354], [0.066, 0.265, 0.174], [-0.050, -0.056, 0.093], [-0.067, 0.071, -0.055], [-0.066, -0.121, 0.033], [-0.036, 0.218, 0.038], [0.056, -0.204, -0.003], [0.141, -0.109, 0.154], [-0.073, 0.008, -0.190], [-0.310, -0.290, 0.217], [0.032, 0.156, 0.045], [0.128, 0.010, -0.027], [-0.057, -0.044, 0.017], [0.114, -0.026, -0.059], [-0.004, -0.033, 0.186], [0.080, -0.002, -0.209], [0.126, 0.113, 0.013], [0.167, -0.009, 0.012], [0.001, -0.216, -0.352], [-0.174, 0.229, -0.009], [-0.030, -0.043, 0.100], [-0.019, -0.001, -0.084], [0.014, -0.071, 0.097], [-0.164, 0.094, -0.104], [0.124, -0.049, 0.141], [0.102, 0.134, 0.166], [0.117, 0.128, -0.075], [0.053, 0.108, 0.401], [-0.013, -0.209, -0.016], [-0.096, 0.026, -0.080], [0.027, -0.015, 0.081], [-0.071, 0.079, -0.067], [-0.050, -0.162, 0.113], [0.013, 0.135, -0.156], [0.056, -0.073, -0.221], [0.082, 0.074, -0.191], [-0.079, 0.265, 0.343], [0.069, -0.229, 0.057], [-0.105, -0.014, -0.009], [-0.002, 0.028, 0.062], [-0.059, 0.017, -0.075], [0.027, -0.122, 0.170], [-0.039, 0.057, -0.199], [0.102, -0.080, -0.207], [0.168, -0.035, 0.015], [-0.055, -0.186, -0.357], [-0.117, 0.193, 0.008], [-0.027, -0.041, 0.113], [-0.015, 0.002, -0.087], [0.008, -0.073, 0.102], [-0.162, 0.087, -0.101], [0.141, -0.057, 0.144], [0.083, 0.147, 0.169]], "lowdin_charge": [-0.115, -0.269, -0.195, -0.203, -0.215, -0.163, -0.063, -0.103, -0.009, 0.066, -0.098, -0.063, -0.306, 0.022, -0.100, -0.015, -0.056, -0.050, -0.057, -0.005, -0.268, -0.245, 0.903, -0.255, -0.211, 0.084, 0.067, 0.051, 0.095, 0.096, 0.107, 0.107, 0.108, 0.111, 0.108, 0.115, 0.122, 0.119, 0.121, 0.125, 0.127, 0.093, 0.087, 0.067, 0.097, 0.094, -0.089, -0.310, -0.103, 0.051, 0.083, 0.065, 0.111, 0.109, 0.089, -0.086, -0.309, -0.114, 0.077, 0.076, 0.058, 0.113, 0.109, 0.081, -0.082, -0.311, -0.109, 0.076, 0.074, 0.075, 0.118, 0.086, 0.075, -0.090, -0.313, -0.106, 0.066, 0.073, 0.073, 0.111, 0.102, 0.068, -0.087, -0.318, -0.103, 0.076, 0.058, 0.075, 0.114, 0.109, 0.084, -0.084, -0.322, -0.096, 0.077, 0.070, 0.069, 0.113, 0.088, 0.050, -0.091, -0.326, -0.100, 0.075, 0.075, 0.073, 0.109, 0.106, 0.083, -0.090, -0.323, -0.100, 0.076, 0.075, 0.073, 0.099, 0.110, 0.087, -0.091, -0.325, -0.089, 0.056, 0.071, 0.074, 0.111, 0.107, 0.080, -0.095, -0.326, -0.096, 0.071, 0.075, 0.073, 0.110, 0.107, 0.083], "molar_mass_g_mol": 817.156, "smiles": "CCCCCCc1c(F)cc(CC(=O)c2ccccc2)c2nsnc12.CCO.CCO.CCO.CCO.CCO.CCO.CCO.CCO.CCO.CCO", "homo_ev": -8.63, "e_tot_ha": -3007.425664, "e_lumo_ev": -1.471, "orbital_gap_ev": 7.2}